Entry 1:
116
Properties=species:S:1:pos:R:3 method="wB97M-V/def2-TZVPD" total_energy_ev=-84576.902 relative_energy_ev=0.000 molar_mass_g_mol=684.8 charge=0
O 1.24704 -3.32577 -1.28748
V 0.62629 -2.10914 -2.15993
O 0.71736 -2.58800 -3.67842
O 0.26248 1.00078 0.77869
C -0.07219 -0.31559 0.65739
O -0.41450 -0.90575 1.71061
O 0.09484 -0.87873 -0.44581
H -0.02816 1.14655 1.72113
C 3.75726 -1.45666 2.92759
C 2.34962 -1.95829 3.22140
C 2.36343 -3.08484 4.26978
O 1.57018 -0.87629 3.70353
H 3.67631 -0.67402 2.16627
H 4.43176 -2.18948 2.47631
H 4.30938 -1.04939 3.77749
H 1.93569 -2.28881 2.26185
H 2.89743 -2.70394 5.13696
H 2.87904 -3.95279 3.84762
H 1.35331 -3.43501 4.47985
H 0.68250 -0.95859 3.32408
C -0.74484 4.19672 -0.54059
C -1.84774 3.23418 -1.01871
C -2.57025 3.79473 -2.20814
O -1.13781 2.04126 -1.41525
H -0.02797 4.35602 -1.34721
H -0.24600 3.77093 0.32925
H -1.14562 5.18802 -0.30860
H -2.54426 3.03622 -0.19930
H -3.41873 3.19428 -2.53999
H -1.88496 3.91067 -3.05100
H -2.95767 4.78842 -1.97603
H -0.63006 1.72360 -0.64710
C -0.85971 1.37918 -4.85269
C 0.34632 0.69864 -4.24455
C 1.42606 1.73095 -3.93298
O -0.04425 0.03123 -3.03540
H -1.28522 2.14775 -4.20780
H -1.67890 0.72227 -5.15547
H -0.52579 1.82058 -5.79853
H 0.72216 -0.10040 -4.88347
H 1.66075 2.38404 -4.78641
H 2.40994 1.28177 -3.77470
H 1.18385 2.45790 -3.15787
H -0.49941 0.68049 -2.46440
C -4.86680 -0.77850 1.24823
C -3.89050 0.38100 1.34668
C -4.57931 1.73504 1.46809
O -3.07652 0.27297 2.53537
H -4.30459 -1.71326 1.18233
H -5.47223 -0.69154 0.34231
H -5.54178 -0.87102 2.09905
H -3.18711 0.38557 0.50524
H -5.33504 1.70880 2.25347
H -5.16975 1.88081 0.55183
H -3.90898 2.58466 1.54417
H -2.35663 -0.33830 2.32522
C -0.81059 -4.89081 1.44352
C -2.13673 -4.17459 1.36308
C -2.69024 -3.72186 2.70987
O -1.96165 -2.98847 0.56031
H -0.14664 -4.37804 2.14685
H -0.33277 -4.90664 0.46341
H -0.89350 -5.92693 1.77961
H -2.85630 -4.83209 0.87034
H -3.75232 -3.50468 2.61892
H -2.10967 -2.90301 3.12989
H -2.59664 -4.58090 3.38552
H -1.34512 -2.36876 1.00456
C -3.42101 -3.77437 -2.98711
C -2.54790 -2.52072 -2.97401
C -3.34147 -1.32250 -2.47670
O -1.46711 -2.76533 -2.06588
H -3.71720 -4.04441 -1.97074
H -2.90384 -4.62296 -3.43550
H -4.35212 -3.64610 -3.54406
H -2.09482 -2.33872 -3.94781
H -3.85675 -1.57010 -1.54568
H -4.12497 -1.00227 -3.16822
H -2.69540 -0.45505 -2.32867
H -1.82624 -2.78803 -1.14083
C 3.72496 2.61992 1.12251
C 3.29615 2.47099 -0.33405
C 4.47915 2.51166 -1.28183
O 2.74188 1.15366 -0.48582
H 2.85260 2.55035 1.77332
H 4.17425 3.60467 1.29034
H 4.45412 1.88436 1.45848
H 2.54036 3.19663 -0.65139
H 5.00932 3.46834 -1.28626
H 4.17588 2.21501 -2.28503
H 5.29370 1.85987 -0.94866
H 1.98754 1.04877 0.13220
C 0.72058 4.48971 3.71476
C -0.19708 3.29278 4.01277
C -1.59729 3.49732 3.46788
O 0.36962 2.16651 3.32027
H 0.24811 5.43935 3.98526
H 0.98360 4.51134 2.65807
H 1.63973 4.45997 4.30564
H -0.17764 3.08820 5.08696
H -2.20615 2.62480 3.70496
H -1.54719 3.59884 2.38354
H -2.00949 4.38307 3.94926
H 1.26540 1.99746 3.63246
C 4.66420 -1.69160 -0.87576
C 3.99559 -1.48481 -2.23175
C 3.95351 -2.80114 -3.00338
O 2.64459 -1.01452 -2.07899
H 4.59633 -0.75954 -0.31392
H 5.72213 -1.91130 -1.03181
H 4.21868 -2.50926 -0.31022
H 4.57494 -0.73380 -2.77825
H 4.98549 -3.08590 -3.23995
H 3.46307 -2.71468 -3.97028
H 3.57994 -3.59625 -2.36244
H 2.71072 -0.22543 -1.49349

=====

Entry 2:
120
Properties=species:S:1:pos:R:3 method="wB97M-V/def2-TZVPD" total_energy_ev=-108076.786 molar_mass_g_mol=721.3 charge=+1
Zn 3.59107 -0.00737 0.26958
O -0.18120 0.55065 -0.23197
C 1.13338 0.30872 -0.09064
O 1.92685 0.01090 -0.98387
O 1.67935 0.44149 0.98891
H -0.55107 0.91938 0.57354
C -0.11631 0.29294 4.28966
C -1.09990 -0.53303 5.13164
C -1.03627 -2.08076 4.98633
O -0.81009 -0.24217 6.48906
H 0.93951 0.04320 4.39437
H -0.13432 1.35542 4.53240
H -0.40241 0.16160 3.24611
H -2.06368 -0.16737 4.77736
H -1.73629 -2.63343 5.61294
H -0.01594 -2.40305 5.19405
H -1.19538 -2.44050 3.96978
H -1.53594 -0.62319 6.98864
C 0.19158 4.12652 -3.28665
C 0.38261 3.81611 -1.82620
C 1.10902 4.86622 -0.95985
O 1.47979 4.22513 0.24867
C 2.28061 4.97206 1.11304
N -0.87809 3.46593 -1.19772
H -0.57644 4.89756 -3.34781
H -0.15003 3.28000 -3.88231
H 1.07747 4.47502 -3.81754
H 1.04993 2.95609 -1.76999
H 0.44068 5.70745 -0.77611
H 2.01922 5.12606 -1.50031
H 3.28214 5.19383 0.74445
H 2.51280 4.49125 2.06330
H 1.96396 5.99146 1.33363
H -1.30300 2.66460 -1.64205
H -0.60565 3.15679 -0.27560
C 5.13963 2.12702 3.48926
C 4.35214 1.73251 2.21502
C 4.80404 2.49219 0.95953
O 4.13399 1.90151 -0.20404
C 4.20438 2.75440 -1.31504
N 4.59593 0.36201 1.98666
H 4.93563 3.17569 3.70557
H 6.21286 2.08117 3.30438
H 4.99592 1.62237 4.44465
H 3.28617 1.89017 2.37927
H 5.89335 2.45460 0.95044
H 4.56799 3.54574 1.10923
H 3.71288 3.70939 -1.12921
H 3.58011 2.25320 -2.05475
H 5.20272 2.94039 -1.71108
H 4.28349 -0.11228 2.82184
H 5.57263 0.25131 2.21885
C 0.68109 -3.65217 -3.86633
C 1.69776 -2.64973 -3.31238
C 3.08825 -2.96885 -3.90593
O 3.39313 -4.26208 -3.48315
C 4.66642 -4.72850 -4.12824
N 1.20552 -1.32606 -3.58055
H 0.61248 -3.69045 -4.95350
H -0.30892 -3.40475 -3.48327
H 0.92272 -4.68121 -3.60024
H 1.82564 -2.80785 -2.24152
H 3.86956 -2.37139 -3.43614
H 3.08932 -2.85695 -4.99017
H 4.76073 -5.80214 -3.96548
H 5.53222 -4.28027 -3.64080
H 4.71140 -4.59057 -5.20854
H 1.76074 -0.73514 -2.97835
H 0.28796 -1.36336 -3.16009
C -5.18799 1.81747 1.15900
C -3.67829 1.41042 1.29575
C -2.74094 2.50078 1.75073
O -1.35556 2.15880 1.70751
C -0.60511 3.15752 2.33947
N -3.58497 0.30227 2.21693
H -5.96693 1.05501 1.16113
H -5.35858 2.26051 0.17781
H -5.43459 2.46119 2.00334
H -3.29967 1.03466 0.34520
H -3.08669 2.87119 2.71580
H -2.88154 3.38317 1.12645
H -0.93713 3.27704 3.37077
H -0.73505 4.07353 1.76314
H 0.46830 2.99786 2.44141
H -3.86991 -0.52036 1.70489
H -2.59002 0.14241 2.28486
C -2.98703 -4.56705 0.72212
C -2.94840 -3.19217 1.40476
C -1.51947 -2.52488 1.22872
O -0.44130 -3.46143 1.59498
C 0.82506 -2.89015 1.40121
N -3.89525 -2.26976 0.84161
H -2.46004 -5.27467 1.36218
H -2.41516 -4.52115 -0.20468
H -4.00799 -4.93380 0.61606
H -3.09712 -3.23174 2.48384
H -1.34793 -1.63225 1.83030
H -1.38378 -2.31243 0.16826
H 0.92361 -1.94455 1.93433
H 0.97565 -2.72725 0.33402
H 1.68357 -3.51774 1.64034
H -3.70695 -2.16796 -0.14544
H -4.80458 -2.69507 0.95265
C -2.16795 0.27715 -3.98622
C -2.62774 -0.57527 -2.77664
C -3.51737 -1.77159 -3.14942
O -4.01323 -2.36616 -1.95306
C -4.70567 -3.65829 -2.14409
N -1.46027 -1.08339 -2.13618
H -2.93180 0.59763 -4.69468
H -1.64179 -0.39769 -4.66139
H -1.54629 1.11864 -3.68037
H -3.15264 0.10682 -2.10781
H -2.91147 -2.50188 -3.68577
H -4.38139 -1.45273 -3.73242
H -4.92298 -4.05815 -1.15364
H -4.02405 -4.31100 -2.68950
H -5.63013 -3.58510 -2.71690
H -1.08820 -0.38643 -1.50698
H -1.76311 -1.84746 -1.54916

=====

What is the charge in the second record? +1

=====

What is the charge in the second record? +1

=====

What is the charge in the second record? +1